A cluster of 2 separate species, C27H38F4N2O6S in total. Source: OMol25; level of theory: ωB97M-V/def2-TZVPD.

```
78
Properties=species:S:1:pos:R:3:forces:R:3
C 0.6789 4.4576 1.8012 0.2628 -0.7475 0.6563
C 1.1904 3.5288 2.9827 -1.2277 0.3936 -0.3534
C 0.0046 2.5640 3.3461 1.2316 -0.4167 0.0547
C 0.4537 1.2844 4.1687 -0.9824 0.6826 -0.0140
C -0.6285 0.1641 3.9215 0.9366 -0.2011 -0.1012
C -0.2937 -0.7609 2.7011 0.4051 -0.2524 -0.6967
C 0.6931 -0.2807 1.7485 -0.7123 -2.1422 -0.3790
C 1.0174 -1.1515 0.6617 -0.7278 -1.2594 0.5335
C 0.3759 -2.4514 0.4933 0.0228 0.7225 1.2491
C -0.6132 -2.9407 1.4303 0.7826 1.3128 -0.0443
C -1.1836 -4.3556 1.1635 1.0796 -0.3695 -0.9095
C -0.1608 -5.4770 1.6136 0.1065 0.2193 -0.4650
F -2.4814 -4.5690 1.6524 0.8818 0.1183 0.0180
C -0.9432 -2.0763 2.5393 0.7533 0.1196 -0.3531
C -1.9703 -2.5164 3.6154 0.2031 1.1398 0.4609
C -3.2992 -1.6985 3.3986 0.0176 0.4911 -0.7380
C -4.2207 -2.2288 2.2493 -1.1376 0.7000 0.8947
C -5.2379 -1.1147 1.7524 0.8133 -1.4552 -0.8660
N -4.4684 -0.2216 0.8253 -0.5064 1.0377 0.8418
C -4.4864 1.1624 1.2558 1.0954 1.6245 -0.4240
C -3.1521 1.9756 1.0980 -0.4158 -0.7675 -0.8909
O -5.4404 1.7489 1.6979 -0.1886 -0.7754 0.2512
C 0.9760 -3.1277 -0.7734 -1.0385 2.5727 2.1235
O 1.0305 -4.2736 -1.0773 -0.1157 -0.0736 -0.6719
N 1.5109 -1.9760 -1.4705 1.2612 -0.2903 -1.4902
C 0.6752 -1.4195 -2.5443 0.7052 -1.4432 -1.1632
O 1.3026 -0.1995 -2.9846 -1.7406 0.1448 0.6761
C 0.5188 0.8970 -2.7824 1.4104 1.5158 -0.6280
F -0.4245 1.0476 -3.7554 0.3609 -0.4217 1.2614
F 1.3399 1.9857 -2.8945 -0.8572 -0.9713 0.1687
F -0.0390 0.9628 -1.5504 -0.0377 -0.3113 -1.0908
C 2.0286 -1.0170 -0.5094 -2.6896 -0.5392 1.7243
O 2.9892 -0.3339 -0.6068 0.2088 0.2207 -0.3975
H -0.3221 4.8642 2.1021 0.9476 -0.0754 -0.3691
H 1.4141 5.2651 1.5888 -0.6987 -0.4660 0.0216
H 0.5266 3.8185 0.8950 0.1654 0.6440 0.5950
H 1.4315 4.1731 3.8650 0.0944 -0.6432 -0.6704
H 2.0781 2.9279 2.6695 -0.5423 0.5774 0.2867
H -0.7701 3.1068 3.9360 0.4102 -0.3487 -0.5681
H -0.4387 2.2254 2.3716 0.2235 0.2688 0.8736
H 0.4613 1.5440 5.2609 -0.0229 -0.2401 -0.9327
H 1.4955 0.9744 3.9226 -0.8262 0.0718 0.0418
H -1.6002 0.6830 3.7153 0.7074 -0.5554 0.4616
H -0.7019 -0.4338 4.8656 -0.2369 0.3518 -0.9645
H 1.1995 0.6965 1.8254 -0.4212 -0.7295 0.0699
H -1.2506 -4.4585 0.0482 -0.2324 0.1707 0.9599
H 0.6345 -5.0492 2.2729 -0.8317 -0.5153 -0.2525
H 0.3618 -5.8422 0.6923 -0.4491 0.3779 0.8206
H -0.6641 -6.3648 2.0556 0.2161 0.8229 -0.0590
H -1.5496 -2.1773 4.6006 -0.3627 -0.4474 -0.8182
H -2.1101 -3.6138 3.7030 0.0022 0.8001 -0.3929
H -2.9847 -0.6606 3.0983 -0.2509 -0.8904 0.2721
H -3.8906 -1.5481 4.3412 0.5114 -0.4638 -0.7483
H -4.8506 -3.0469 2.6919 0.7238 0.3220 -0.7053
H -3.6668 -2.5497 1.3418 -0.2960 0.0018 0.8597
H -5.9746 -1.6551 1.1029 0.2037 0.5746 0.9403
H -5.7201 -0.5670 2.5899 0.2024 -0.3044 -0.7117
H -4.9043 -0.2076 -0.1018 0.2819 -0.1673 0.3040
H -3.3393 3.0713 1.0761 -0.0648 -0.8593 0.3541
H -2.4777 1.6910 1.9347 -0.3255 0.2092 -0.6853
H -2.6921 1.7089 0.1107 -0.0778 0.0150 0.9735
H 0.7324 -2.1269 -3.4103 -0.1280 0.5899 0.7169
H -0.4053 -1.3110 -2.2810 0.7900 0.3561 0.1240
O 6.1812 3.1654 -6.1887 0.0773 -0.0789 -0.1999
S 5.3898 2.0495 -6.6448 -0.0613 -0.2681 0.0414
O 5.7936 1.2307 -7.7615 0.1963 0.2556 0.0166
C 5.0372 0.9942 -5.2470 -0.1760 -0.1161 0.3506
C 3.7472 1.5586 -4.6629 0.0139 0.0606 0.0024
C 2.8488 1.8714 -5.8634 -0.0803 -0.0785 0.0485
C 3.7047 2.6089 -6.8982 -0.5195 0.0998 -0.0351
H 5.8713 1.0151 -4.5480 0.0801 0.0431 -0.1578
H 4.8882 -0.0185 -5.6243 0.0582 0.0559 -0.0506
H 3.2776 0.8549 -3.9789 0.1101 0.0324 -0.0229
H 3.9578 2.4782 -4.1100 0.0172 -0.0593 0.0077
H 2.4765 0.9366 -6.2925 0.0311 0.0296 0.0170
H 1.9817 2.4665 -5.5743 0.0380 -0.0248 -0.0299
H 3.3983 2.3755 -7.9164 0.1995 0.0697 -0.0139
H 3.6815 3.6871 -6.7416 0.1415 -0.0472 -0.0093
```
Forces are in eV/Å.

For the frontier orbital gap, the calculation gives 8.9 eV. Its structure (SMILES) is CCCCCc1cc2c(c([C@@H](C)F)c1CCCCNC(C)=O)C(=O)N(COC(F)(F)F)C2=O.O=S1(=O)CCCC1. Its max |F| is 3.5 eV/Å. The HOMO energy is -9.517 eV.

---

An isolated molecule of C27H38N4O7. Source: OMol25; level of theory: ωB97M-V/def2-TZVPD.

```
76
Properties=species:S:1:pos:R:3:forces:R:3
C -1.1238 -1.9979 -3.8120 -0.0414 -0.0536 0.0174
O -0.2500 -0.9308 -4.0959 -0.0562 0.1967 -0.1556
C 0.7947 -0.7675 -3.1679 0.1544 0.1073 0.3500
C 0.3271 -0.1540 -1.8428 0.0995 -0.2308 -0.2372
N -0.3352 1.1031 -2.1015 0.0277 -0.2297 -0.2939
C -0.1684 2.1942 -1.3373 -0.2047 -0.0427 -0.6098
O 0.5099 2.1712 -0.3200 0.2992 0.2079 0.3584
C -0.8421 3.4520 -1.8494 0.0255 0.2137 0.2826
C -1.3522 4.3183 -0.6971 -0.0921 -0.2007 0.0048
C -2.6286 3.7438 -0.0835 -0.0322 0.5145 -0.0526
N -2.4262 2.3792 0.3870 -0.1756 0.1599 -0.1074
C -2.8814 1.3406 -0.4055 -0.1231 -0.2048 0.0542
O -3.4399 1.5523 -1.4680 -0.0763 -0.0343 -0.0731
C -2.6308 0.0135 0.1319 0.1910 -0.2618 0.3038
C -3.1365 -1.1043 -0.5480 0.0563 -0.1634 0.1033
C -2.8848 -2.3794 -0.1015 0.0114 0.0009 -0.0014
O -3.3384 -3.5250 -0.6774 0.2605 0.0418 0.2920
C -4.2808 -3.4141 -1.7172 -0.1221 0.0137 -0.1447
C -2.0806 -2.5510 1.0604 -0.1032 -0.0305 -0.1708
O -1.8467 -3.8294 1.4195 -0.2597 0.2766 -0.3534
C -1.0713 -4.0816 2.5712 0.2025 -0.0517 0.2718
C -1.6026 -1.4472 1.7413 0.0492 -0.1617 0.1077
C -1.8735 -0.1508 1.2915 -0.5301 -0.2267 -0.7481
N -1.4156 0.9618 1.9660 0.1952 0.2427 0.1728
C -0.6036 0.8171 3.1581 0.1279 -0.0292 0.3623
C 0.7022 0.0497 2.9110 -0.3576 0.2226 -0.1368
O 1.1044 -0.7856 3.7007 0.0317 -0.2203 0.3544
N 1.3203 0.3753 1.7726 0.1940 0.2499 -0.1872
C 2.5651 -0.2280 1.3586 0.1409 -0.0966 0.0701
C 3.5263 0.8358 0.8161 -0.1167 -0.2260 -0.1982
C 4.6890 0.1966 0.1087 -0.0994 0.2515 0.2013
C 4.7028 0.0367 -1.2076 0.0334 -0.0767 -0.1662
C 5.8187 -0.6099 -1.9695 0.1701 0.0083 0.0272
C 7.0798 -0.7318 -1.1193 -0.1266 -0.2436 -0.0507
C 6.7175 -1.2692 0.2602 0.1505 0.2399 0.0642
C 5.8206 -0.2679 0.9820 0.1040 -0.2506 -0.1541
C -1.7134 2.2465 1.5640 -0.0264 -0.1606 0.2704
O -1.3790 3.2129 2.2131 0.0527 0.2651 -0.0055
H -1.6862 -1.8289 -2.8882 -0.0255 -0.0403 0.0019
H -0.5762 -2.9437 -3.7254 -0.0178 0.0050 0.0037
H -1.8140 -2.0545 -4.6516 -0.0480 -0.0756 0.0609
H 1.2933 -1.7266 -2.9685 -0.0157 0.0566 -0.0218
H 1.5028 -0.0914 -3.6544 0.0228 -0.0690 0.1134
H -0.3487 -0.8406 -1.3179 0.1014 0.0310 0.0526
H 1.1878 0.0423 -1.2010 -0.0502 -0.0968 -0.0252
H -0.9347 1.1244 -2.9133 -0.0349 0.1744 0.0978
H -1.6591 3.1933 -2.5235 0.0480 -0.0037 -0.0819
H -0.0866 4.0068 -2.4121 0.0084 -0.0718 -0.0361
H -1.5669 5.3261 -1.0534 0.0161 0.0218 0.0060
H -0.5811 4.3761 0.0729 -0.0255 0.1052 -0.0693
H -2.9346 4.3530 0.7693 -0.0198 -0.0943 -0.1246
H -3.4289 3.7024 -0.8250 0.0978 0.0230 0.1632
H -3.7323 -0.9076 -1.4251 -0.0597 -0.0446 -0.1060
H -3.8476 -2.9544 -2.6115 -0.0215 0.0203 0.0342
H -5.1566 -2.8383 -1.4027 0.0312 0.0043 -0.0138
H -4.5810 -4.4345 -1.9488 -0.0118 0.0852 -0.0311
H -0.9922 -5.1652 2.6354 0.0126 0.0858 0.0294
H -0.0711 -3.6463 2.4909 -0.0430 0.0156 -0.0083
H -1.5588 -3.6996 3.4728 0.0149 0.0140 -0.0433
H -1.0160 -1.5934 2.6292 0.1014 -0.0796 0.1548
H -1.1640 0.3101 3.9494 0.1386 -0.0064 -0.0988
H -0.3607 1.8293 3.4961 -0.0687 -0.2351 -0.0229
H 0.9462 1.0928 1.1572 -0.1215 -0.0726 0.0525
H 2.9833 -0.7446 2.2257 -0.0305 -0.0252 -0.1469
H 2.3715 -0.9742 0.5755 0.0807 0.0384 0.0868
H 3.8805 1.4546 1.6422 -0.0383 0.0842 0.0422
H 2.9718 1.4745 0.1256 0.0249 0.0566 0.0066
H 3.8649 0.3783 -1.8027 -0.2033 0.1242 0.0248
H 6.0270 -0.0319 -2.8737 -0.0241 -0.0602 -0.0340
H 5.4934 -1.6048 -2.2945 0.0487 0.0004 -0.0969
H 7.7997 -1.3894 -1.6101 0.0471 0.0624 -0.0102
H 7.5406 0.2520 -1.0101 0.0710 0.0486 -0.0141
H 7.6193 -1.4528 0.8471 -0.0218 -0.0784 0.0171
H 6.1878 -2.2177 0.1489 0.0001 -0.0855 0.0243
H 5.4185 -0.7125 1.8949 0.0007 0.0510 0.0816
H 6.4106 0.6047 1.2819 -0.0186 0.0142 0.1091
```
Forces are in eV/Å.

For the frontier orbital gap, the calculation gives 8.7 eV. Its structure (SMILES) is COCCNC(=O)CCCn1c(=O)c2cc(OC)c(OC)cc2n(CC(=O)NCCC2=CCCCC2)c1=O. Its energy relative to the best compared isomer or geometry (same formula, charge and spin) is 0.0000 eV. Its max |F| is 0.9 eV/Å. The HOMO energy is -8.130 eV.

---

A structure of composition C27H39AsMoN7S4. Source: OMol25; level of theory: ωB97M-V/def2-TZVPD.

```
79
Properties=species:S:1:pos:R:3:forces:R:3
Mo -0.1468 -0.1365 0.2852 0.0224 -0.1222 0.0749
S -1.3726 1.3157 -0.9866 0.0115 0.0284 -0.0292
As -1.0161 -0.3972 -2.4314 0.0050 -0.0614 -0.0455
S -1.5760 -1.7240 -0.7232 -0.0191 0.0244 -0.0635
S 1.0973 -0.5908 -1.7042 -0.0760 0.0183 0.0244
S -1.6019 -0.5330 -4.3579 0.0082 0.0223 0.0388
C -4.4405 -2.1142 3.6333 -0.0051 0.0021 -0.0121
C -3.8071 -2.0977 2.2396 0.0259 0.0099 0.0007
C -4.8613 -2.4115 1.1738 -0.0017 -0.0018 0.0035
C -2.6344 -3.0622 2.1468 -0.0391 -0.0077 0.0128
C -2.8962 -4.4289 2.1729 -0.0011 -0.0080 -0.0017
C -1.8948 -5.3625 1.9843 0.0211 0.0119 -0.0082
C -0.5986 -4.9485 1.7213 -0.0351 0.0208 0.0101
C -0.2823 -3.5996 1.6815 0.0362 -0.0210 -0.0082
C 1.1355 -3.1610 1.3911 0.0362 -0.0045 -0.0431
C 1.9936 -3.2576 2.6534 -0.0014 -0.0075 -0.0156
C 1.7612 -3.9160 0.2219 -0.0215 -0.0025 -0.0042
C -1.3002 -2.6785 1.9483 0.0205 0.0057 -0.0002
N -0.9505 -1.2796 1.9504 0.0181 0.0440 -0.0921
C -1.3228 -0.5899 2.9762 0.0189 0.0937 0.0030
C -0.9654 0.8003 2.9786 -0.0237 -0.1057 -0.0357
N -0.3631 1.2443 1.9279 -0.0340 0.0328 0.1117
C 0.2092 2.5690 2.0796 -0.0209 0.0126 -0.0508
C -0.5903 3.6847 1.8374 -0.0065 -0.0081 0.0070
C -0.0027 4.9372 1.9877 0.0550 0.0026 0.0190
C 1.3276 5.0641 2.3458 -0.0363 -0.0046 -0.0048
C 2.0916 3.9317 2.5791 -0.0100 -0.0223 -0.0020
C 1.5481 2.6567 2.4652 0.0322 0.0213 0.0013
C 2.4626 1.4940 2.8314 0.0202 -0.0295 -0.0089
C 2.4562 1.2935 4.3528 0.0038 0.0153 -0.0056
C 2.2517 0.1306 2.1639 -0.0309 0.0405 0.0279
C -2.0543 3.5828 1.4592 -0.0076 -0.0164 -0.0159
C -2.9414 3.9505 2.6519 0.0013 0.0060 -0.0030
C -2.3874 4.4489 0.2433 -0.0136 -0.0044 -0.0007
H -5.2632 -1.4005 3.6848 -0.0045 -0.0002 0.0045
H -3.7282 -1.8713 4.4244 0.0059 -0.0003 0.0061
H -4.8424 -3.1032 3.8571 -0.0046 -0.0034 0.0071
H -3.4543 -1.0846 2.0287 -0.0013 -0.0093 0.0043
H -5.3374 -3.3751 1.3557 -0.0076 -0.0022 -0.0019
H -4.4221 -2.4290 0.1768 0.0040 0.0013 -0.0011
H -5.6417 -1.6500 1.1912 -0.0061 -0.0012 0.0011
H -3.9130 -4.7655 2.3254 -0.0041 -0.0045 0.0002
H -2.1282 -6.4182 2.0153 -0.0036 -0.0054 0.0026
H 0.1712 -5.6855 1.5393 0.0079 -0.0058 0.0005
H 1.1134 -2.1051 1.0717 -0.0083 0.0259 0.0869
H 2.0383 -4.2961 2.9849 0.0042 -0.0011 0.0075
H 1.5793 -2.6688 3.4744 -0.0015 0.0023 0.0016
H 3.0136 -2.9227 2.4610 0.0045 -0.0001 -0.0010
H 1.9235 -4.9657 0.4664 0.0033 -0.0064 -0.0029
H 2.7320 -3.4838 -0.0242 0.0048 0.0002 0.0046
H 1.1278 -3.8591 -0.6638 0.0008 -0.0018 0.0020
H -1.8187 -1.0596 3.8175 0.0041 0.0146 0.0093
H -1.1083 1.4291 3.8508 -0.0111 -0.0091 0.0109
H -0.5992 5.8238 1.8181 -0.0026 0.0083 0.0002
H 1.7683 6.0461 2.4628 -0.0006 0.0013 -0.0035
H 3.1312 4.0327 2.8688 0.0050 0.0012 0.0024
H 3.4658 1.8254 2.5489 -0.0076 0.0055 0.0096
H 1.4679 0.9720 4.6926 -0.0029 -0.0002 0.0035
H 2.7035 2.2180 4.8726 -0.0015 0.0017 0.0012
H 3.1775 0.5298 4.6470 0.0032 -0.0088 -0.0015
H 1.4509 -0.4313 2.6428 0.0028 -0.0181 -0.0221
H 3.1549 -0.4717 2.2689 0.0048 0.0039 -0.0019
H 2.0868 0.2141 1.0758 0.0182 -0.0086 -0.0240
H -2.2716 2.5468 1.1914 0.0034 0.0085 0.0036
H -2.7569 4.9797 2.9650 -0.0065 0.0019 0.0065
H -2.7553 3.3064 3.5142 0.0022 -0.0004 0.0036
H -3.9946 3.8629 2.3833 -0.0057 0.0047 -0.0001
H -2.3409 5.5110 0.4880 0.0013 0.0077 0.0006
H -3.4016 4.2382 -0.0976 -0.0030 -0.0006 0.0016
H -1.6992 4.2582 -0.5803 0.0075 0.0013 0.0000
N 2.1005 5.2598 -1.4657 -0.0076 -0.0977 0.0460
N 2.2604 3.9503 -1.0473 0.0185 0.0720 0.0021
N 3.4199 3.3229 -0.9885 -0.0202 -0.0263 -0.0194
C 3.0418 2.1323 -0.5617 0.0617 0.0330 -0.0082
N 1.7161 2.0728 -0.3511 -0.0070 0.0411 0.0059
N 1.2341 3.2389 -0.6863 -0.0478 -0.0893 -0.0140
H 2.8748 5.4673 -2.0857 -0.0030 0.0452 0.0011
H 2.1380 5.8582 -0.6465 0.0397 0.0347 -0.0277
H 3.7222 1.3104 -0.4181 0.0078 -0.0001 0.0079
```
Forces are in eV/Å.

For the frontier orbital gap (spin up / spin down), the calculation gives 6.1 / 6.3 eV. Its energy relative to the best compared isomer or geometry (same formula, charge and spin) is 0.0000 eV. Its max |F| is 0.1 eV/Å. The charge is +1. The HOMO energy (spin up / spin down) is -11.067 / -11.093 eV.

---

no.,E (Ha)
1,-2410.168814
2,-1797.447370
3,-5332.032929